#P
ORCA calculation (ωB97M-V/def2-TZVPD) on a cluster of 2 separate species, C7H13NO in total.

Output
SMILES   C=CC(N)=O.C=C(C)C
E_LUMO   0.747 eV
Orbital gap   0.3531 Ha

Positions of all 22 atoms, in Å:
C -1.300 -0.679 -0.470
C -1.630 0.503 -1.044
C -2.362 -1.418 0.307
C -0.296 -1.601 -1.113
C 2.095 1.589 0.160
N 3.301 1.002 -0.091
C 1.095 0.669 0.868
C 0.196 1.244 1.683
O 1.977 2.796 0.095
H 3.419 0.006 -0.149
H 4.100 1.594 -0.250
H -2.521 1.036 -0.751
H -1.011 0.975 -1.790
H 1.445 -0.351 0.955
H -2.846 -2.172 -0.314
H -1.922 -1.937 1.159
H -3.133 -0.749 0.683
H 0.216 -2.178 -0.342
H -0.776 -2.323 -1.775
H 0.417 -1.027 -1.701
H -0.675 0.711 2.028
H 0.212 2.309 1.852

Atom charges from the Löwdin analysis, given in e for atoms 1 to 8:
1 C -0.438
2 C 0.034
3 C -0.088
4 C -0.090
5 C -0.544
6 N 0.145
7 C -0.102
8 C 0.049

=====

#Q
ORCA calculation (ωB97M-V/def2-TZVPD) on a cluster of 2 separate species, C7H13NO in total.

Output
SMILES   CC(C)(C#N)C1CC1.O
E_LUMO   0.741 eV
Orbital gap   0.4121 Ha

Positions of all 22 atoms, in Å:
C 0.207 0.834 1.978
C 0.159 -0.011 0.692
C 1.555 -0.583 0.390
C -0.765 -1.158 0.890
N -1.592 -1.873 1.314
C -0.412 0.854 -0.443
C 0.406 1.944 -1.069
C 0.013 0.743 -1.885
H 0.912 1.661 1.821
H -0.779 1.257 2.213
H 0.549 0.236 2.833
H 1.934 -1.131 1.262
H 1.545 -1.264 -0.470
H 2.253 0.238 0.181
H -1.462 1.111 -0.281
H -0.094 2.893 -1.268
H 1.456 2.037 -0.788
H 0.801 0.036 -2.147
H -0.749 0.879 -2.656
O -1.787 -3.155 -1.103
H -2.100 -3.291 -0.121
H -2.051 -2.257 -1.343

Atom charges from the Löwdin analysis, given in e for atoms 1 to 8:
1 C -0.030
2 C -0.510
3 C -0.036
4 C -0.142
5 N 0.168
6 C -0.265
7 C -0.115
8 C -0.101

=====

#R
ORCA calculation (ωB97M-V/def2-TZVPD) on the molecule C7H13NO.

Output
SMILES   CC1=C(N)[C@@H](C)O[C@H]1C
E_LUMO   0.965 eV
Orbital gap   0.3325 Ha

Positions of all 22 atoms, in Å:
C 1.341 -0.631 -0.711
C 0.348 -0.326 1.410
C 1.904 0.663 -1.272
C 0.424 1.119 1.866
C -2.372 -0.326 0.814
C -0.493 -0.642 -0.963
C -1.044 -0.496 0.188
N -0.814 -0.619 -2.305
O 1.403 -0.790 0.656
H 1.794 -1.513 -1.173
H 0.182 -1.024 2.232
H -0.180 -1.143 -2.888
H -1.785 -0.826 -2.503
H 2.954 0.785 -0.993
H 1.346 1.524 -0.902
H 1.828 0.643 -2.360
H 0.077 1.799 1.088
H 1.452 1.390 2.113
H -0.203 1.253 2.746
H -2.545 -1.096 1.571
H -2.453 0.640 1.321
H -3.165 -0.384 0.066

Atom charges from the Löwdin analysis, given in e for atoms 1 to 8:
1 C -0.256
2 C -0.261
3 C -0.052
4 C -0.059
5 C -0.079
6 C -0.219
7 C -0.154
8 N 0.081

=====

#Q is favored, and the nearest alternative lies 42.5 kJ/mol above it.

=====

#P
ORCA calculation (ωB97M-V/def2-TZVPD) on the molecule C7H13NO.

Output
SMILES   C=C(C)[C@@H](O)/C(C)=N\C
E_LUMO   0.762 eV
Orbital gap   0.3549 Ha

Positions of all 22 atoms, in Å:
C -0.141 0.502 -2.461
C -1.887 -1.161 0.363
C 0.038 1.020 1.798
N -1.105 0.130 -1.476
C -0.768 -0.536 -0.426
C 0.836 0.540 0.619
C 0.631 -0.946 -0.044
C 1.920 1.194 0.219
O 0.798 -2.024 0.813
H 0.240 -1.910 1.592
H 1.310 -1.077 -0.886
H 0.567 -0.304 -2.717
H 0.451 1.359 -2.129
H -0.682 0.810 -3.352
H -1.874 -2.238 0.199
H -1.810 -1.000 1.431
H -2.848 -0.747 0.015
H -0.096 0.241 2.547
H 0.542 1.858 2.275
H -0.940 1.364 1.467
H 2.578 0.822 -0.553
H 2.238 2.103 0.705

Atom charges from the Löwdin analysis, given in e for atoms 1 to 8:
1 C -0.141
2 C -0.030
3 C -0.054
4 N 0.028
5 C -0.371
6 C -0.279
7 C -0.274
8 C 0.043

=====

#Q
ORCA calculation (ωB97M-V/def2-TZVPD) on the molecule C7H13NO.

Output
SMILES   C=CNC(C)(C)C(C)=O
E_LUMO   0.794 eV
Orbital gap   0.3220 Ha

Positions of all 22 atoms, in Å:
C -0.024 -0.321 -0.400
C 0.337 -1.618 -1.141
C -1.143 0.406 -1.152
C -1.851 -1.161 1.249
N 1.170 0.505 -0.377
C -0.425 -0.726 1.033
C 1.176 1.736 0.251
C 2.260 2.323 0.743
O 0.387 -0.709 1.923
H 2.010 -0.025 -0.180
H 0.225 2.248 0.257
H 0.728 -1.371 -2.125
H -1.544 1.232 -0.570
H 1.098 -2.170 -0.591
H -0.534 -2.256 -1.260
H -1.955 -0.274 -1.392
H -0.738 0.805 -2.079
H -2.159 -1.874 0.491
H -1.949 -1.604 2.237
H -2.504 -0.293 1.187
H 2.221 3.317 1.146
H 3.217 1.830 0.750

Atom charges from the Löwdin analysis, given in e for atoms 1 to 8:
1 C -0.521
2 C -0.018
3 C -0.034
4 C -0.003
5 N 0.011
6 C -0.400
7 C -0.235
8 C -0.006

=====

#R
ORCA calculation (ωB97M-V/def2-TZVPD) on a structure of composition C7H13NO.

Output
E_LUMO   0.828 eV
Orbital gap   0.3206 Ha

Positions of all 22 atoms, in Å:
C -0.524 1.178 -1.854
C 1.861 -0.129 0.619
C 0.923 -1.632 -1.169
C -1.133 0.500 0.580
C -0.344 0.499 -0.535
C 0.629 -0.531 -0.170
N -1.930 1.484 1.173
C -0.698 -0.719 1.238
O -0.483 -0.762 2.601
H -0.181 0.111 2.883
H -2.800 1.145 1.562
H -2.068 2.308 0.605
H -1.115 -1.667 0.919
H 0.313 1.843 -2.085
H -1.445 1.764 -1.871
H -0.587 0.445 -2.662
H 1.651 0.709 1.282
H 2.234 -0.959 1.224
H 0.022 -1.949 -1.694
H 1.358 -2.498 -0.666
H 1.650 -1.299 -1.917
H 2.667 0.160 -0.065

Atom charges from the Löwdin analysis, given in e for atoms 1 to 8:
1 C -0.038
2 C -0.061
3 C -0.057
4 C -0.296
5 C -0.234
6 C -0.356
7 N 0.112
8 C -0.194

=====

#S
ORCA calculation (ωB97M-V/def2-TZVPD) on a cluster of 2 separate species, C7H13NO in total.

Output
E_LUMO (alpha / beta)   0.050 / 0.652 eV
Orbital gap (alpha / beta)   0.2369 / 0.2834 Ha

Positions of all 22 atoms, in Å:
C -1.168 0.714 0.629
C 2.494 0.054 -1.287
C -1.345 1.371 -0.692
C -2.242 -0.115 1.231
C 1.734 0.303 -0.024
C 0.010 -1.359 -0.080
C -0.193 -2.615 0.283
O 2.131 1.354 0.792
N 0.718 -0.355 0.378
H 2.674 1.960 0.275
H -0.595 1.293 1.344
H 3.450 -0.445 -1.100
H 1.905 -0.584 -1.946
H 2.712 0.996 -1.808
H -1.832 2.348 -0.555
H -0.376 1.576 -1.156
H -1.945 0.769 -1.372
H -2.803 -0.671 0.482
H -1.836 -0.826 1.952
H -2.932 0.544 1.782
H 0.286 -3.052 1.161
H -0.848 -3.261 -0.289

Atom charges from the Löwdin analysis, given in e for atoms 1 to 8:
1 C -0.198
2 C -0.014
3 C -0.099
4 C -0.115
5 C -0.432
6 C -0.197
7 C -0.045
8 O 0.040

=====

#Q is favored, and the nearest alternative lies 123.0 kJ/mol above it.

=====

#P
ORCA calculation (ωB97M-V/def2-TZVPD) on a cluster of 2 separate species, C7H13NO in total.

Output
SMILES   CCCc1cc[nH]c1.O
E_LUMO   0.822 eV
Orbital gap   0.3379 Ha

Positions of all 22 atoms, in Å:
C -2.466 1.290 0.982
C -1.258 1.280 1.942
C 0.122 1.405 1.230
C 0.591 0.249 0.407
C 1.466 0.339 -0.651
N 1.877 -0.941 -0.953
C 1.222 -1.848 -0.129
C 0.463 -1.106 0.735
H -2.093 0.916 0.020
H -2.838 2.246 0.604
H -3.244 0.712 1.469
H -1.251 2.132 2.619
H -1.186 0.326 2.455
H 0.223 2.314 0.620
H 0.817 1.626 2.046
H 1.805 1.190 -1.217
H 2.486 -1.163 -1.703
H 1.567 -2.857 -0.278
H -0.225 -1.475 1.479
H -1.670 -0.962 -2.193
H -0.153 -0.912 -2.668
O -1.072 -0.876 -2.924

Atom charges from the Löwdin analysis, given in e for atoms 1 to 8:
1 C -0.096
2 C -0.238
3 C -0.182
4 C -0.274
5 C -0.082
6 N -0.001
7 C -0.107
8 C -0.061

=====

#Q
ORCA calculation (ωB97M-V/def2-TZVPD) on the molecule C7H13NO.

Output
SMILES   C=C(O)N(C)C(=C)CC
E_LUMO   0.842 eV
Orbital gap   0.3267 Ha

Positions of all 22 atoms, in Å:
C 1.376 0.277 -1.413
C 0.618 1.019 1.385
C 2.183 -0.950 -1.035
N -0.325 0.329 0.499
C -0.202 0.205 -0.859
C -1.693 -0.006 1.134
C -1.115 -0.138 -1.778
C -1.852 -0.983 2.027
O -2.720 0.872 0.912
H -2.365 1.490 0.252
H 1.315 0.356 -2.504
H 1.861 1.201 -1.091
H 0.121 1.399 2.284
H 1.394 0.324 1.718
H 1.078 1.876 0.885
H -2.157 -0.285 -1.518
H -0.837 -0.348 -2.805
H -1.060 -1.691 2.232
H -2.816 -1.156 2.495
H 3.081 -1.024 -1.659
H 1.605 -1.870 -1.167
H 2.510 -0.897 0.007

Atom charges from the Löwdin analysis, given in e for atoms 1 to 8:
1 C -0.178
2 C -0.049
3 C -0.116
4 N -0.086
5 C -0.314
6 C -0.369
7 C 0.019
8 C 0.071

=====

#P is favored, and the nearest alternative lies 140.9 kJ/mol above it.